[1]
Below is 2 unconnected molecules or ions with the total composition C4H7OP, with properties calculated with ωB97M-V/def2-TZVPD.

Positions of all 13 atoms, in Å:
P (0.25108, 0.33866, 0.85203)
O (0.29153, 0.49358, 2.28850)
C (-2.03424, 0.00281, -0.48094)
C (0.99206, 1.65025, -0.18412)
C (-3.00558, -0.64326, -0.67013)
C (0.88665, -1.40562, 0.23741)
H (1.38151, 1.23047, -1.17921)
H (0.32726, 2.39717, -0.32113)
H (0.17199, -2.18882, 0.48773)
H (1.83035, -1.63203, 0.62501)
H (0.96897, -1.24473, -0.76606)
H (1.85766, 2.04625, 0.26582)
H (-3.91924, -1.04473, -1.15490)

Properties
- Multiplicity: 1
- F_max: 6.66 eV/A
- Total charge: 0
- Frontier orbital gap: 8.976 eV

***

[2]
Below is a single C4H7OPS molecule, with properties calculated with ωB97M-V/def2-TZVPD.

Positions of all 14 atoms, in Å:
S (-1.23017, 1.48695, -0.85200)
P (-2.90117, 0.71569, 0.19336)
O (-0.13207, 0.18595, -1.09739)
C (0.35454, -0.48945, -0.04330)
C (0.92740, 0.34138, 1.11835)
C (1.51888, -1.27439, -0.56202)
C (2.45079, -1.83113, -1.12660)
H (1.96886, 0.00440, 1.18886)
H (-3.79006, 0.71763, -0.92868)
H (0.72934, 1.29818, 0.81637)
H (-3.32188, 1.94928, 0.45029)
H (3.41366, -2.10762, -1.46438)
H (0.43569, 0.16616, 2.06794)
H (-0.42382, -1.16304, 0.23921)

Properties
- Multiplicity: 3
- F_max: 3.86 eV/A
- ⟨S²⟩: 2.008
- Total charge: 0
- Frontier orbital gap (spin up / spin down): 6.422 / 7.098 eV

***

[3]
Below is a single C4H8 molecule, with properties calculated with ωB97M-V/def2-TZVPD.

Positions of all 12 atoms, in Å:
C (-1.05538, -0.84109, -0.01030)
C (0.12922, -0.07337, 0.62086)
C (1.49135, -0.09594, -0.10546)
C (-0.97260, 0.69927, -0.11944)
H (1.75725, 1.04607, -0.08765)
H (-1.89884, -1.23205, 0.47170)
H (-1.55924, 1.54591, 0.38896)
H (-0.85905, -1.34222, -0.98180)
H (2.27457, -0.71489, 0.41244)
H (0.11890, 0.24372, 1.66881)
H (-0.80642, 1.19333, -1.08395)
H (1.38024, -0.42874, -1.17415)

Properties
- SMILES string: CC1CC1
- Multiplicity: 1
- F_max: 2.53 eV/A
- Total charge: 0
- Frontier orbital gap: 11.258 eV

***

Q: Number 2 is which compound?
A: C4H7OPS